No. 1
The following is a DFT calculation (ωB97M-V/def2-TZVPD) of C40H33BrN3O4Ti as an isolated structure.

- Net charge: -1
- E_HOMO (alpha / beta): -3.491 / -3.492 eV
- Maximum force: 0.4 eV Å⁻¹
- Spin multiplicity: 1
- Kohn-Sham gap (alpha / beta): 6.0 / 6.0 eV
- Lowest unoccupied orbital energy (alpha / beta): 0.093 / 0.093 Ha

Atoms and positions in Å:
Ti  -0.2151  0.4820  0.3893
C  2.6135  -2.7998  2.7856
C  2.2972  -1.6432  3.6936
C  2.9298  -1.5209  4.9263
C  2.5974  -0.5119  5.8194
C  1.5941  0.3858  5.4954
C  0.9582  0.2887  4.2664
C  1.3219  -0.6928  3.3547
N  0.6373  -0.7705  2.1029
C  1.3290  -0.7469  0.8549
N  2.6738  -0.3358  0.7264
C  2.7637  0.7167  -0.2449
C  1.5454  1.2851  -0.6637
C  1.6712  2.2545  -1.6671
C  2.9038  2.6493  -2.1776
C  4.0716  2.0617  -1.7093
C  4.0183  1.0646  -0.7433
C  5.2587  0.3687  -0.2542
N  0.5946  -1.3264  -0.1458
C  1.1646  -1.9175  -1.2602
C  2.3235  -2.7011  -1.1707
C  2.8511  -3.3320  -2.2845
C  2.2345  -3.2044  -3.5205
C  1.0841  -2.4320  -3.6149
C  0.5392  -1.7854  -2.5147
C  -0.6800  -0.9265  -2.6484
H  3.1347  -3.5802  3.3396
H  3.2435  -2.4928  1.9495
H  1.7035  -3.2242  2.3579
H  3.6851  -2.2504  5.1967
H  3.1082  -0.4420  6.7715
H  1.3037  1.1621  6.1917
H  0.1586  0.9674  4.0024
H  -0.1077  -1.4900  2.1010
H  3.1300  -0.1314  1.6068
H  0.7800  2.7282  -2.0673
H  2.9554  3.4126  -2.9467
H  5.0348  2.3598  -2.1120
H  6.1320  0.6854  -0.8264
H  5.1492  -0.7146  -0.3471
H  5.4601  0.5795  0.8013
H  2.8031  -2.8068  -0.2081
H  3.7493  -3.9306  -2.1826
H  2.6414  -3.6931  -4.3969
H  0.5935  -2.3159  -4.5760
H  -1.4662  -1.2316  -1.9530
H  -1.0806  -0.9713  -3.6626
H  -0.4327  0.1178  -2.4290
Br  0.7091  2.7945  2.1073
C  0.0335  4.1095  0.9122
C  0.4059  5.4016  1.1371
C  -0.1225  6.4203  0.3183
C  -1.0109  6.1059  -0.6678
C  -1.3999  4.7636  -0.8987
C  -2.3369  4.4436  -1.9128
C  -2.7106  3.1470  -2.1063
C  -2.1390  2.1158  -1.3249
C  -1.1916  2.3379  -0.3470
C  -0.8581  3.7086  -0.1133
H  1.0919  5.6399  1.9382
H  0.1731  7.4480  0.4882
H  -1.4349  6.8833  -1.2939
H  -2.7526  5.2436  -2.5155
H  -3.4405  2.9017  -2.8703
H  -2.4624  1.0990  -1.5277
O  -1.7440  -2.2759  1.8208
C  -2.3546  -1.5914  0.9947
O  -2.0435  -0.4044  0.6248
C  -3.5702  -2.1768  0.3181
C  -3.8892  -3.5104  0.5308
C  -4.9972  -4.1036  -0.0775
C  -5.7554  -3.2976  -0.8887
O  -6.8662  -3.6302  -1.6331
C  -7.4013  -2.3711  -2.0268
O  -6.3434  -1.4289  -1.9998
C  -5.4389  -1.9673  -1.1047
C  -4.3511  -1.3729  -0.5232
H  -3.2501  -4.0826  1.1885
H  -5.2468  -5.1444  0.0762
H  -8.1740  -2.0715  -1.3059
H  -7.7980  -2.4460  -3.0364
H  -4.0902  -0.3365  -0.6870



No. 2
The following is a DFT calculation (ωB97M-V/def2-TZVPD) of C45H49ClFN3O7P2Si2Sn as an isolated structure.

- E_HOMO (alpha / beta): -6.724 / -6.724 eV
- Maximum force: 5.2 eV Å⁻¹
- Spin multiplicity: 1
- Kohn-Sham gap (alpha / beta): 2.4 / 2.4 eV
- Lowest unoccupied orbital energy (alpha / beta): -0.160 / -0.158 Ha

Atoms and positions in Å:
Sn  -1.9222  0.3370  -0.0703
C  -2.0515  -2.7093  -2.6184
Si  -1.6691  -3.1752  -0.7797
C  -0.4899  -4.6488  -0.9767
C  -3.2371  -3.6775  0.1387
N  -0.9390  -1.8189  0.0171
P  -0.5191  -1.6810  1.6098
C  1.0922  -1.0390  2.0096
P  1.2286  0.5012  2.9278
N  0.7730  1.6638  2.0370
Si  0.4310  3.2581  1.7173
C  -1.3663  3.7045  2.3293
C  0.1580  3.8249  -0.0608
C  1.8066  4.4947  2.3622
C  0.2348  0.4831  4.3946
C  -0.1483  1.7463  4.8946
C  -1.1099  1.8207  5.8741
C  -1.4063  0.7321  6.6339
C  -0.8944  -0.5162  6.2584
C  -0.1380  -0.6319  5.1117
C  2.9653  0.6809  3.4533
C  3.4179  0.3839  4.7388
C  4.7353  0.5789  5.0718
C  5.6924  0.8229  4.0501
C  5.2388  1.1717  2.8081
C  3.8783  1.0788  2.4727
C  -0.7031  -3.2690  2.4391
C  0.1174  -4.3272  2.1019
C  -0.1468  -5.6474  2.5993
C  -1.1051  -5.7793  3.6263
C  -1.7606  -4.6362  4.0516
C  -1.6817  -3.4759  3.4043
C  2.2805  -1.7487  1.7354
C  3.0156  -2.3167  2.7831
C  4.1708  -3.0794  2.5736
C  4.6270  -3.3374  1.2469
C  3.9260  -2.7376  0.1959
C  2.8123  -1.9611  0.4405
H  -2.2321  -3.5400  -3.2378
H  -1.1949  -2.1200  -2.9380
H  -2.9499  -2.0549  -2.6042
H  -0.9247  -5.3233  -1.7084
H  -0.2934  -5.2984  -0.0889
H  0.4724  -4.3263  -1.4512
H  -3.9470  -4.0643  -0.5619
H  -3.5907  -2.8758  0.7567
H  -3.0064  -4.5277  0.8332
H  -2.0684  3.3071  1.5612
H  -1.5663  4.7608  2.4571
H  -1.5756  3.1495  3.2248
H  0.0962  4.9036  -0.1378
H  -0.7245  3.3631  -0.5130
H  0.9850  3.3858  -0.6479
H  1.9906  4.4511  3.4268
H  1.4947  5.4645  2.0925
H  2.7568  4.2275  1.8599
H  0.1856  2.6701  4.4926
H  -1.4816  2.8222  6.1656
H  -2.1351  0.8168  7.4752
H  -1.1764  -1.4317  6.8673
H  0.1424  -1.6100  4.7703
H  2.7486  -0.0628  5.4540
H  5.0614  0.3787  6.1004
H  6.7541  0.7194  4.2315
H  5.8741  1.5223  1.9780
H  3.4878  1.3173  1.4788
H  0.9449  -4.1911  1.4068
H  0.3666  -6.5410  2.2090
H  -1.2475  -6.7549  4.1141
H  -2.2905  -4.6882  4.9696
H  -2.4198  -2.7241  3.6671
H  2.6524  -2.1615  3.7984
H  4.6592  -3.4598  3.4731
H  5.4804  -3.9867  1.0955
H  4.1409  -3.0024  -0.8260
H  2.3282  -1.4764  -0.4070
O  -5.0310  1.2486  -0.4409
Cl  -6.2527  2.1580  -0.5153
O  -6.5117  2.3751  -1.9749
O  -1.5323  -0.7578  2.2639
O  -5.9260  3.4225  0.1832
C  0.9680  0.6936  -7.5244
C  0.8762  1.9186  -6.6194
C  0.5054  3.2010  -7.3477
C  -1.0092  3.3335  -7.6616
C  -1.8464  2.9155  -6.4974
C  -3.2630  3.1100  -6.5551
C  -4.0076  2.8188  -5.4645
F  -5.3711  3.0687  -5.3911
C  -3.5146  2.1559  -4.3456
C  -2.1757  1.7130  -4.3952
C  -1.6170  0.9167  -3.2555
O  -2.4974  0.5182  -2.3797
C  -0.1875  0.6244  -3.2682
C  0.4734  0.8317  -4.4745
N  0.0226  1.7147  -5.4321
C  -1.3254  2.1290  -5.4369
C  0.5782  0.1595  -2.0684
O  1.6199  -0.5290  -2.1668
O  0.0969  0.6520  -0.9595
H  1.7819  0.8122  -8.2626
H  0.0292  0.5681  -8.1050
H  1.1413  -0.2496  -6.9581
H  1.8920  2.0564  -6.1739
H  1.0727  3.1532  -8.2932
H  0.8478  4.1142  -6.8159
H  -1.2957  2.6658  -8.5169
H  -1.1959  4.3948  -7.9582
H  -3.7057  3.5687  -7.4906
H  -4.2029  2.0028  -3.4971
H  1.4524  0.4127  -4.6407



No. 3
The following is a DFT calculation (ωB97M-V/def2-TZVPD) of C14H44CdNO8 as an isolated structure.

- Net charge: +1
- E_HOMO: -11.151 eV
- Maximum force: 3.4 eV Å⁻¹
- Spin multiplicity: 1
- Kohn-Sham gap: 2.3 eV
- Lowest unoccupied orbital energy: -0.325 Ha

Atoms and positions in Å:
Cd  -3.8960  26.8082  1.2603
C  -0.2541  31.0131  1.5078
C  -0.8099  30.3088  2.7669
O  -2.0689  29.6118  2.6294
H  -0.7071  31.9983  1.3971
H  -0.4840  30.4389  0.6102
H  0.7920  31.2826  1.6537
H  -0.7908  30.9135  3.6736
H  -0.1678  29.4754  3.0520
C  -2.2640  30.3380  -4.6626
C  -1.5876  30.1774  -6.0734
O  -1.8087  28.9714  -6.7540
H  -3.3454  30.2306  -4.7461
H  -2.0310  31.2743  -4.1555
H  -1.8902  29.5531  -4.0051
H  -0.5216  30.3974  -6.0160
H  -1.8679  31.0709  -6.6312
H  -1.7503  29.1905  -7.6868
C  3.3855  30.1411  -2.5640
C  3.0731  28.7489  -2.8775
O  4.2585  28.1716  -3.4146
H  2.4319  30.6066  -2.3146
H  3.6949  30.6782  -3.4606
H  4.1517  30.2092  -1.7917
H  2.2764  28.6195  -3.6102
H  2.7113  28.1901  -2.0144
H  4.4496  28.4539  -4.3120
C  5.0767  27.6994  3.3912
C  3.8178  27.2123  4.1701
O  4.3138  26.5089  5.3348
H  5.6540  26.8061  3.1525
H  5.5784  28.5236  3.8982
H  4.7912  28.2569  2.4992
H  3.2540  26.6087  3.4589
H  3.1852  28.0387  4.4943
H  3.5313  26.3375  5.8639
C  2.6806  32.8400  6.3467
C  2.7687  31.5489  7.1550
O  2.7255  31.9089  8.5420
H  1.7971  33.4437  6.5542
H  2.6927  32.6349  5.2763
H  3.6289  33.3744  6.4032
H  3.7401  31.1254  6.8999
H  1.9248  30.9156  6.8812
H  2.6277  31.0580  8.9756
C  -5.9534  34.3204  2.4951
C  -6.4648  33.8654  1.0824
C  -7.0838  34.9865  0.2660
O  -8.2428  35.4312  1.1046
C  -8.3898  36.8400  1.2664
N  -5.2293  33.2700  0.5376
H  -6.7387  34.8279  3.0553
H  -5.0470  34.9171  2.3929
H  -5.5995  33.5133  3.1366
H  -7.1659  33.0403  1.2078
H  -7.6431  34.6681  -0.6137
H  -6.3978  35.8049  0.0472
H  -9.2118  37.1014  1.9328
H  -8.5374  37.1678  0.2374
H  -7.4848  37.3103  1.6510
H  -4.4861  33.9533  0.5090
H  -4.7902  32.6191  1.1729
O  -1.5314  26.4529  -1.0170
H  -1.6325  26.2303  -1.9424
H  -0.6737  26.1016  -0.7779
O  -3.1361  30.4363  7.6920
H  -4.0773  30.2776  7.6195
H  -2.8350  30.5118  6.7866



No. 4
The following is a DFT calculation (ωB97M-V/def2-TZVPD) of C10H24CrF8N9O26S4 as an isolated structure.

- Net charge: -1
- E_HOMO (alpha / beta): -8.294 / -8.666 eV
- ⟨S²⟩: 6.005
- Maximum force: 7.2 eV Å⁻¹
- Spin multiplicity: 5
- Kohn-Sham gap (alpha / beta): 9.3 / 9.8 eV
- Lowest unoccupied orbital energy (alpha / beta): 0.035 / 0.040 Ha

Atoms and positions in Å:
Cr  -3.3886  0.8764  -0.8090
C  -1.2779  1.2845  -4.6419
F  -1.2228  1.3488  -5.9705
F  -0.0793  0.8324  -4.2222
F  -1.4369  2.4933  -4.1084
S  -2.6614  0.0831  -4.1696
O  -2.1782  -1.2554  -4.4503
O  -2.8588  0.4000  -2.7465
O  -3.7769  0.5470  -4.9621
C  1.0977  -0.0025  -1.0577
F  1.3431  1.2516  -1.4029
F  0.7265  -0.7359  -2.0919
F  2.2389  -0.5600  -0.6080
S  -0.2128  -0.0522  0.3095
O  -1.4746  0.3949  -0.2928
O  -0.3010  -1.4220  0.7708
O  0.2961  0.8987  1.2776
N  -4.5876  1.2641  0.7692
S  -6.1133  1.3615  1.0150
O  -6.5930  2.5979  1.5595
O  -6.7695  0.1552  1.4346
F  -6.5704  1.4329  -0.5338
S  -4.2281  1.0072  2.4573
O  -4.0976  -0.3545  2.8955
O  -4.7154  1.9280  3.4329
F  -2.7413  1.5449  2.1833
C  -1.4869  -2.1027  3.6523
N  -2.5236  -2.8060  4.4535
O  -3.3725  -3.4263  3.8552
O  -2.5090  -2.6351  5.6552
H  -1.8071  -1.1001  3.3834
H  -1.3023  -2.6485  2.7345
H  -0.6577  -2.0420  4.3524
C  -0.3801  4.2123  -0.6345
N  -1.7606  3.8394  -0.2351
O  -2.3231  2.9469  -0.8364
O  -2.2897  4.4822  0.6314
H  -0.5398  4.7606  -1.5644
H  0.1963  3.3253  -0.8771
H  0.0951  4.8429  0.1050
C  4.1426  -2.6023  -2.7882
N  5.2038  -2.5134  -3.8183
O  6.1584  -3.2526  -3.8337
O  4.9982  -1.7356  -4.7280
H  3.2181  -2.4609  -3.3433
H  4.2012  -1.7442  -2.1249
H  4.2116  -3.5865  -2.3384
C  1.7412  -3.8364  0.8475
N  1.8061  -4.3458  -0.5604
O  1.1030  -3.8021  -1.3954
O  2.6285  -5.1969  -0.8150
H  2.2898  -4.5654  1.4365
H  0.7010  -3.9607  1.1368
H  2.1497  -2.8348  0.7982
C  3.1271  1.7679  1.9657
N  2.5832  3.1207  2.2928
O  2.9181  3.5840  3.3565
O  1.9100  3.6883  1.4525
H  3.1117  1.1439  2.8538
H  4.0837  1.8550  1.4611
H  2.4039  1.2948  1.3014
C  -0.4545  2.1212  4.0327
N  0.3273  1.0482  4.7098
O  -0.2449  0.0374  5.0337
O  1.5223  1.2272  4.8318
H  -0.0725  2.2676  3.0271
H  -0.2286  2.9700  4.6778
H  -1.5079  1.8693  4.0445
C  -2.3393  -3.0483  -1.3561
N  -3.2145  -2.6125  -0.2301
O  -3.6539  -3.4311  0.5258
O  -3.4152  -1.4118  -0.1310
H  -2.3108  -2.3625  -2.1969
H  -2.5573  -4.0796  -1.6160
H  -1.3585  -3.0797  -0.8752
C  4.7081  1.6497  -2.7433
N  6.0225  1.0290  -2.4014
O  6.0129  -0.1330  -2.0611
O  7.0148  1.7019  -2.5586
H  4.9122  2.5544  -3.3045
H  4.1263  1.7543  -1.8341
H  4.2649  0.9424  -3.4444



No. 5
The following is a DFT calculation (ωB97M-V/def2-TZVPD) of a 2-piece molecular cluster, C4H11NO overall.

- E_HOMO: -8.739 eV
- Maximum force: 1.3 eV Å⁻¹
- SMILES: C=CO.CNC
- Spin multiplicity: 1
- Kohn-Sham gap: 9.7 eV
- Lowest unoccupied orbital energy: 0.034 Ha

Atoms and positions in Å:
C  1.1022  -1.6004  2.3618
C  0.2690  -0.8337  1.6759
O  -0.5763  -1.2599  0.7127
H  1.5866  -1.2779  3.2742
H  1.3249  -2.6386  2.1394
H  0.1776  0.2161  1.9618
H  -0.4954  -0.7165  -0.1024
C  0.7786  1.6689  -1.0442
N  -0.0464  0.5467  -1.4273
C  -1.4591  0.9206  -1.7065
H  0.7258  1.8440  0.0335
H  0.5523  2.5799  -1.6128
H  1.8379  1.4527  -1.2008
H  0.3006  0.0895  -2.2603
H  -1.5359  1.6203  -2.5449
H  -1.9945  0.0147  -1.9750
H  -1.7962  1.4102  -0.7949



No. 6
The following is a DFT calculation (ωB97M-V/def2-TZVPD) of C9H16AuN2O2S3 as an isolated structure.

- Net charge: +1
- E_HOMO (alpha / beta): -12.074 / -12.074 eV
- Maximum force: 3.6 eV Å⁻¹
- Spin multiplicity: 1
- Kohn-Sham gap (alpha / beta): 5.9 / 5.9 eV
- Lowest unoccupied orbital energy (alpha / beta): -0.226 / -0.226 Ha

Atoms and positions in Å:
Au  0.1195  1.3664  -1.0862
C  0.6693  -0.8513  3.0155
C  0.4000  0.6443  3.1180
S  -0.3196  1.4510  1.6652
C  -1.9297  0.6887  1.5276
C  -2.0633  -0.7126  0.9021
S  -1.3108  -0.9510  -0.7163
C  -0.0583  -2.2793  -0.5739
C  0.4976  -2.6143  0.7982
S  1.4894  -1.2546  1.4611
H  -0.2529  -1.4232  3.0993
H  1.3212  -1.1531  3.8353
H  1.3273  1.1947  3.2819
H  -0.2771  0.8658  3.9454
H  -2.5136  1.4086  0.9552
H  -2.3486  0.6334  2.5340
H  -3.1297  -0.8876  0.7594
H  -1.6868  -1.4905  1.5553
H  0.7598  -1.9438  -1.2146
H  -0.5223  -3.1578  -1.0254
H  1.1587  -3.4743  0.6747
H  -0.2697  -2.9080  1.5130
N  0.2711  1.8601  -3.1257
C  1.5276  1.2499  -3.6279
C  2.4433  0.5878  -2.4381
O  3.5959  0.4689  -2.6760
O  1.7240  0.2930  -1.3972
H  -0.5981  1.3799  -3.3328
H  0.1888  2.8695  -3.1640
H  2.2054  1.9676  -4.0726
H  1.3541  0.3865  -4.2630
N  -2.3430  3.2352  -0.9236
C  -1.4295  2.5500  -1.0038



No. 7
The following is a DFT calculation (ωB97M-V/def2-TZVPD) of a 3-piece molecular cluster, C3H9NO2 overall.

- E_HOMO: -8.110 eV
- Maximum force: 2.5 eV Å⁻¹
- Spin multiplicity: 1
- Kohn-Sham gap: 5.1 eV
- Lowest unoccupied orbital energy: -0.111 Ha

Atoms and positions in Å:
C  1.0907  -0.5079  -0.2035
C  2.4205  -0.5630  -0.3295
C  0.2945  0.5843  0.5166
N  0.3053  0.9230  -0.8406
H  0.4368  -1.2246  -0.6536
H  2.9488  -1.4813  -0.5713
H  3.0586  0.1239  0.2226
H  -0.5892  0.1653  0.9949
H  0.8136  1.2990  1.1485
H  -3.0375  1.4627  0.3332
H  1.2391  1.3275  -1.0227
O  -2.1843  1.1528  0.0200
H  -2.1308  -0.1638  0.1229
H  -2.5868  -1.8542  -0.1374
O  -2.0791  -1.2438  0.3999



No. 8
The following is a DFT calculation (ωB97M-V/def2-TZVPD) of one molecule with the formula C17H17F2NOS.

- E_HOMO: -8.803 eV
- Maximum force: 0.7 eV Å⁻¹
- SMILES: O=C(CCSCc1ccccc1F)NCc1ccc(F)cc1
- Spin multiplicity: 1
- Kohn-Sham gap: 9.4 eV
- Lowest unoccupied orbital energy: 0.022 Ha

Atoms and positions in Å:
O  0.0793  3.6427  0.5290
C  -0.3616  2.5453  0.2711
C  -1.5951  2.3119  -0.5930
C  -2.7191  1.6789  0.2171
S  -4.0899  1.0523  -0.8090
C  -3.2980  -0.3647  -1.6892
C  -2.4238  -1.1889  -0.8095
C  -1.0410  -1.2036  -0.9670
C  -0.2263  -1.9414  -0.1226
C  -0.7833  -2.6806  0.9073
C  -2.1567  -2.6980  1.0788
C  -2.9535  -1.9609  0.2225
F  -4.2873  -2.0022  0.3926
N  0.1884  1.3980  0.7305
C  1.4119  1.3617  1.5050
C  2.4862  0.6318  0.7436
C  2.9638  -0.5987  1.1744
C  3.9164  -1.2842  0.4403
C  4.3776  -0.7227  -0.7358
F  5.3003  -1.3879  -1.4604
C  3.9173  0.5002  -1.1920
C  2.9693  1.1719  -0.4438
H  -1.3142  1.6607  -1.4230
H  -1.9219  3.2690  -0.9996
H  -2.3645  0.8477  0.8282
H  -3.1846  2.4158  0.8704
H  -2.7430  0.0298  -2.5402
H  -4.1534  -0.9374  -2.0474
H  -0.5978  -0.6435  -1.7787
H  0.8433  -1.9350  -0.2712
H  -0.1522  -3.2518  1.5698
H  -2.6210  -3.2763  1.8618
H  -0.1761  0.5081  0.4227
H  1.2238  0.8739  2.4671
H  1.6946  2.4037  1.6794
H  2.5928  -1.0253  2.0949
H  4.2992  -2.2386  0.7656
H  4.3031  0.9090  -2.1123
H  2.5973  2.1292  -0.7773